# C8H12N4

4 unconnected molecules or ions with the total composition C8H12N4 (ωB97M-V/def2-TZVPD, the Open Molecules 2025 dataset).

Each line ends with the natural charge from an NBO analysis.
Atoms and positions in Å:
C: 3.1885 -2.4518 -0.3152  -0.718
C: 4.2712 -3.1865 0.3635  0.286
N: 5.0734 -3.7984 0.8636  -0.336
H: 2.6738 -2.0454 0.5555  0.273
H: 2.5574 -3.0884 -0.9353  0.250
H: 3.6465 -1.6587 -0.9062  0.244
C: -2.3136 -1.1620 0.0683  -0.715
C: -0.8757 -1.1580 0.5123  0.310
N: 0.2283 -1.1599 0.8943  -0.372
H: -2.3222 -2.1615 -0.3664  0.262
H: -2.4923 -0.4991 -0.7783  0.248
H: -3.0622 -0.9140 0.8208  0.269
C: 2.2411 1.6651 1.0669  -0.741
C: 2.9665 1.2650 2.2469  0.284
N: 3.5303 1.0203 3.2985  -0.318
H: 1.3796 2.3298 1.1307  0.256
H: 1.8931 0.8119 0.4846  0.267
H: 2.9412 2.2624 0.4828  0.252
C: -3.8447 2.5508 -1.6324  -0.731
C: -5.0699 1.8279 -1.4389  0.277
N: -6.0341 1.2575 -1.2136  -0.315
H: -3.1463 1.9971 -2.2598  0.251
H: -3.3732 2.8658 -0.7015  0.258
H: -4.0568 3.4299 -2.2410  0.261

Forces on the atoms, in the same order (eV/Å):
C 0.9 0.0 1.0
C -2.1 1.0 -2.1
N 2.1 -1.4 1.4
H -0.7 0.3 -0.5
H 0.1 0.0 0.3
H -0.2 0.0 0.0
C 1.6 -0.4 -0.6
C 0.9 1.0 1.0
N -2.3 -0.1 -1.0
H -1.1 -0.2 0.3
H 0.4 0.2 0.1
H 0.4 -0.5 0.2
C 0.1 0.3 -1.4
C 2.6 -1.2 7.0
N -3.2 1.3 -6.3
H 0.0 -0.1 1.0
H 0.3 -0.1 0.1
H 0.1 -0.2 -0.4
C 0.6 0.7 -0.9
C 0.0 -0.2 0.4
N -0.5 -0.3 0.0
H 0.1 -0.3 0.3
H -0.1 -0.2 0.0
H -0.1 0.2 0.2

Properties
highest occupied orbital energy	-11.3	eV
energy relative to the best compared isomer or geometry (same formula, charge and spin)	65.0	kcal/mol
orbital gap	11.16	eV
maximum force	0.1469	Eh/bohr
calculated total energy	-14448.7328	eV



# C48H31CdF4N5PSSb

A molecular structure, C48H31CdF4N5PSSb (ωB97M-V/def2-TZVPD, the Open Molecules 2025 dataset).

Each line ends with the Mulliken charge.
Atoms and positions in Å:
Cd: 0.3360 0.0234 0.0267  2.245
N: -0.4551 -0.8819 3.4374  -0.119
C: -0.2403 -2.2406 3.2117  0.463
C: 0.2033 -3.0466 4.2606  -0.662
C: 0.3614 -4.4085 4.0952  -0.687
C: 0.0847 -5.0129 2.8733  -0.862
C: -0.3615 -4.2335 1.8260  -0.916
C: -0.5396 -2.8530 1.9813  0.900
P: -1.1418 -1.8926 0.5902  0.161
C: -2.7765 -1.2387 0.9688  0.233
C: -3.4524 -1.5425 2.1451  -0.586
C: -4.7300 -1.0350 2.3438  -0.796
C: -5.3222 -0.2315 1.3803  -0.843
C: -4.6453 0.0699 0.2040  -0.594
C: -3.3725 -0.4318 -0.0001  0.535
C: -1.3610 -2.9713 -0.8384  0.392
C: -0.2955 -3.1973 -1.7080  -0.297
C: -0.4498 -4.0523 -2.7869  -0.681
C: -1.6707 -4.6788 -3.0029  -0.632
C: -2.7349 -4.4538 -2.1406  -0.723
C: -2.5847 -3.6015 -1.0569  -0.275
H: -0.2045 -0.2538 2.6852  -0.360
H: -0.0381 -0.5526 4.2966  0.360
H: 0.4285 -2.5875 5.2156  0.381
H: 0.7080 -5.0064 4.9276  0.417
H: 0.2050 -6.0793 2.7467  0.466
H: -0.5931 -4.6962 0.8755  0.456
H: -2.9957 -2.1762 2.8929  0.471
H: -5.2655 -1.2773 3.2519  0.466
H: -6.3188 0.1582 1.5411  0.444
H: -5.1169 0.6870 -0.5506  0.458
H: -2.8514 -0.2318 -0.9313  0.041
H: 0.6569 -2.7058 -1.5467  0.466
H: 0.3779 -4.2289 -3.4606  0.470
H: -1.7919 -5.3447 -3.8468  0.438
H: -3.6837 -4.9451 -2.3086  0.456
H: -3.4162 -3.4294 -0.3853  0.499
S: 0.6924 2.2906 0.8507  -0.787
Sb: -1.0708 3.3088 -0.2765  1.236
C: -2.7563 3.3719 0.9471  0.809
C: -3.8066 4.2062 0.5706  -0.708
C: -4.9569 4.2281 1.3460  -0.697
C: -5.0403 3.4369 2.4851  -0.622
C: -3.9824 2.6187 2.8569  -0.587
C: -2.8299 2.5794 2.0854  -0.501
C: -1.5520 2.0871 -1.9133  0.833
C: -2.8786 1.9591 -2.3100  -0.910
C: -3.2046 1.0555 -3.3140  -0.445
C: -2.2166 0.2740 -3.8996  -0.725
C: -0.8893 0.4166 -3.5161  -0.621
C: -0.5507 1.3398 -2.5336  -1.358
C: -0.5408 5.2120 -0.9311  0.584
C: -0.0641 6.1467 -0.0165  -0.772
C: 0.2525 7.4193 -0.4639  -0.604
C: 0.0878 7.7473 -1.8042  -0.475
C: -0.3894 6.8091 -2.7079  -0.706
C: -0.7078 5.5291 -2.2751  -0.179
H: -3.7342 4.8427 -0.3053  0.479
H: -5.7806 4.8716 1.0680  0.453
H: -5.9341 3.4692 3.0939  0.449
H: -4.0507 2.0118 3.7500  0.474
H: -2.0004 1.9432 2.3723  0.340
H: -3.6583 2.5348 -1.8231  0.450
H: -4.2347 0.9506 -3.6284  0.437
H: -2.4809 -0.4381 -4.6699  0.461
H: -0.1146 -0.1705 -3.9922  0.502
H: 0.4967 1.5013 -2.2946  1.060
H: 0.0650 5.8948 1.0295  0.394
H: 0.6262 8.1560 0.2341  0.408
H: 0.3340 8.7437 -2.1457  0.407
H: -0.5143 7.0709 -3.7498  0.412
H: -1.0737 4.7942 -2.9828  0.418
F: 5.6238 -1.5266 2.2719  -0.273
C: 6.1707 -1.6141 1.0664  0.114
C: 7.4739 -1.9134 0.9337  0.327
F: 8.1939 -2.1159 2.0113  -0.255
C: 8.1181 -2.0208 -0.3698  0.049
C: 7.2429 -1.7850 -1.5116  0.264
C: 5.9432 -1.4842 -1.3594  0.188
F: 5.1742 -1.2757 -2.4244  -0.284
C: 5.3209 -1.3744 -0.0679  0.254
C: 3.9988 -1.0611 0.0688  1.139
C: 3.2573 -0.9171 1.2895  -0.586
N: 2.4462 -0.7313 2.0848  -0.350
C: 3.0707 -0.7895 -0.9865  -0.009
N: 2.1317 -0.5389 -1.6087  -0.655
F: 7.7409 -1.8687 -2.7227  -0.258
C: 9.4372 -2.3167 -0.5100  1.331
C: 10.0941 -2.4264 -1.7807  -0.178
N: 10.6752 -2.5446 -2.7639  -0.384
C: 10.3199 -2.5533 0.5957  -0.154
N: 11.0727 -2.7737 1.4343  -0.378

Forces on the atoms, in the same order (eV/Å):
Cd -0.1 0.1 -0.1
N 0.0 0.0 0.0
C 0.0 0.1 0.0
C 0.0 -0.1 0.0
C 0.0 0.0 0.0
C 0.0 0.0 0.0
C 0.0 0.0 0.0
C 0.0 0.0 -0.1
P 0.0 -0.2 0.0
C 0.0 0.1 0.0
C 0.0 0.0 0.0
C 0.0 0.0 0.0
C 0.0 0.0 0.0
C 0.0 0.0 0.0
C 0.0 0.0 0.0
C 0.0 0.0 0.0
C 0.0 0.0 0.0
C 0.0 0.0 0.0
C 0.0 0.0 0.0
C 0.0 0.0 0.0
C 0.0 0.0 0.0
H 0.0 -0.1 0.1
H 0.0 0.0 0.0
H 0.0 0.0 0.0
H 0.0 0.0 0.0
H 0.0 0.0 0.0
H 0.0 0.0 0.0
H 0.0 0.0 0.0
H 0.0 0.0 0.0
H 0.0 0.0 0.0
H 0.0 0.0 0.0
H 0.0 0.0 0.0
H 0.0 0.0 0.0
H 0.0 0.0 0.0
H 0.0 0.0 0.0
H 0.0 0.0 0.0
H 0.0 0.0 0.0
S 0.1 -0.1 0.0
Sb 0.1 0.0 0.0
C 0.0 0.1 -0.1
C 0.0 -0.1 0.1
C 0.0 0.0 0.0
C 0.0 0.0 0.0
C 0.0 0.0 0.0
C -0.1 0.0 0.0
C 0.0 0.1 0.0
C 0.0 0.0 0.0
C 0.0 0.0 0.0
C 0.0 0.0 0.0
C 0.0 0.0 0.0
C 0.0 0.0 0.0
C -0.1 0.0 0.0
C 0.0 0.0 0.0
C 0.0 0.0 0.0
C 0.0 0.0 0.0
C 0.0 0.0 0.0
C 0.0 0.0 0.0
H 0.0 0.0 0.0
H 0.0 0.0 0.0
H 0.0 0.0 0.0
H 0.0 0.0 0.0
H 0.0 0.0 0.0
H 0.0 0.0 0.0
H 0.0 0.0 0.0
H 0.0 0.0 0.0
H 0.0 0.0 0.0
H 0.0 0.0 0.0
H 0.0 0.0 0.0
H 0.0 0.0 0.0
H 0.0 0.0 0.0
H 0.0 0.0 0.0
H 0.0 0.0 0.0
F 0.0 0.0 0.0
C 0.0 0.0 0.0
C 0.0 0.0 -0.1
F 0.0 0.0 0.0
C -0.1 0.0 0.0
C 0.0 0.0 0.1
C 0.0 0.0 0.0
F 0.0 0.0 0.0
C 0.0 0.0 0.0
C -0.2 0.0 0.0
C 0.1 0.0 -0.1
N 0.0 0.0 0.1
C 0.1 0.0 0.0
N 0.0 0.0 0.0
F 0.0 0.0 0.0
C 0.1 0.0 0.0
C 0.0 0.0 0.0
N 0.0 0.0 0.0
C 0.0 0.0 0.0
N 0.0 0.0 0.0

Properties
highest occupied orbital energy	-12.9	eV
charge	+2
energy relative to the best compared isomer or geometry (same formula, charge and spin)	3.9	kcal/mol
orbital gap	5.25	eV
maximum force	0.0035	Eh/bohr
calculated total energy	-99808.9948	eV



# C3H5NO2

A single C3H5NO2 molecule (ωB97M-V/def2-TZVPD, the Open Molecules 2025 dataset).

Each line ends with the natural charge from an NBO analysis.
Atoms and positions in Å:
C: -1.0437 1.3837 -0.0221  -0.418
N: 0.0810 0.4734 -0.0973  -0.589
C: 0.0082 -0.8284 0.2256  0.551
O: -0.9737 -1.4191 0.6447  -0.594
C: 1.3340 -1.5641 -0.0156  0.362
O: 2.1317 -1.2277 -0.8544  -0.497
H: -1.9613 0.8792 -0.3402  0.224
H: -1.1915 1.7603 0.9973  0.204
H: -0.8441 2.2247 -0.6896  0.209
H: 0.9709 0.7668 -0.4737  0.413
H: 1.4885 -2.4488 0.6255  0.136

Forces on the atoms, in the same order (eV/Å):
C -0.1 0.1 0.0
N 0.1 -0.2 0.0
C -0.2 0.0 0.0
O 0.4 0.2 -0.1
C 0.2 -0.1 -0.1
O -0.3 0.0 0.4
H 0.2 0.0 0.1
H 0.0 -0.1 -0.2
H -0.1 -0.1 0.1
H -0.2 0.1 0.0
H -0.1 0.0 -0.1

Properties
highest occupied orbital energy	-9.9	eV
energy relative to the best compared isomer or geometry (same formula, charge and spin)	18.4	kcal/mol
orbital gap	9.96	eV
maximum force	0.0091	Eh/bohr
calculated total energy	-8776.8965	eV



# C4H6BrNS

2 unconnected molecules or ions with the total composition C4H6BrNS (ωB97M-V/def2-TZVPD, the Open Molecules 2025 dataset).

Each line ends with the natural charge from an NBO analysis.
Atoms and positions in Å:
C: 1.4256 -0.8251 -0.5818  0.156
C: 1.4274 -0.8278 0.9428  -0.640
C: 0.6498 1.1838 -0.3543  -0.069
C: -1.6653 1.2593 -0.2895  -0.486
N: 1.0441 0.2246 -1.1646  -0.500
S: 1.0497 0.8473 1.4536  0.216
Br: 1.0723 2.9371 -0.9415  0.076
H: 1.7217 -1.7073 -1.2427  0.207
H: 0.7938 -1.6759 1.2303  0.236
H: 2.3338 -1.2644 1.1775  0.236
H: -1.8830 1.8850 -1.0773  0.191
H: -1.6070 1.5359 0.6962  0.187
H: -2.0406 0.1897 -0.3575  0.189

Forces on the atoms, in the same order (eV/Å):
C 0.3 -1.2 -0.6
C -1.2 -1.0 -1.7
C -4.3 2.3 2.6
C 3.1 -4.1 -0.5
N 0.6 -1.7 -1.9
S 0.1 -0.3 -1.1
Br 0.1 0.3 0.1
H -0.3 1.1 1.3
H -0.8 0.6 0.3
H 2.5 -0.1 1.1
H -0.5 1.4 -1.3
H -0.2 1.3 2.0
H 0.6 1.4 -0.3

Properties
highest occupied orbital energy (spin up / spin down)	-8.0 / -8.0	eV
energy relative to the best compared isomer or geometry (same formula, charge and spin)	83.2	kcal/mol
orbital gap (spin up / spin down)	7.96 / 7.96	eV
maximum force	0.1069	Eh/bohr
calculated total energy	-86609.4261	eV



# C2H4KO2

A molecular structure, C2H4KO2 (ωB97M-V/def2-TZVPD, the Open Molecules 2025 dataset).

Each line ends with the Mulliken spin population.
Atoms and positions in Å:
C: -0.6789 -0.6512 -0.4009  0.767
C: 0.7531 -0.4336 0.0539  -0.137
O: 0.7326 0.9529 0.4366  0.023
O: -1.3696 0.5088 -0.2065  0.092
H: -1.1760 -1.5912 -0.1241  0.083
H: 1.5079 -0.9580 -0.5677  0.031
H: -0.4060 0.8437 1.1758  0.046
K: -0.2147 2.3023 -1.3877  0.036
H: 0.8515 -0.9738 1.0205  0.058

Forces on the atoms, in the same order (eV/Å):
C -1.0 1.8 0.0
C -1.4 -0.7 1.9
O 0.2 -0.7 2.5
O -1.2 -2.4 0.3
H 0.1 0.1 -0.4
H 0.2 1.4 -0.2
H 3.0 0.7 -3.9
K -0.1 0.1 -0.2
H 0.2 -0.2 -0.2

Properties
highest occupied orbital energy (spin up / spin down)	-5.3 / -8.0	eV
energy relative to the best compared isomer or geometry (same formula, charge and spin)	24.7	kcal/mol
orbital gap (spin up / spin down)	4.75 / 7.42	eV
maximum force	0.0959	Eh/bohr
2S+1	2
calculated total energy	-22554.4832	eV